[1]
Here is a molecular structure, C49H55LaN5O2P2S2Si2 in a non-equilibrium geometry from the OMol25 dataset. Energies are from ωB97M-V with the def2-TZVPD basis set.

Positions of all 118 atoms, in Å:
La -0.9491 -0.2995 -0.4729
C -1.7836 2.2485 -3.6697
Si -0.9225 2.2614 -1.9710
C -1.8754 3.6026 -1.0053
C -3.0521 4.1727 -1.5057
C -3.7833 5.0944 -0.7642
C -3.3464 5.4743 0.4981
C -2.1904 4.9151 1.0232
C -1.4709 3.9705 0.2918
P 0.0257 3.1369 0.9466
C 0.5761 4.3799 2.1863
C 1.3034 5.4540 1.6694
C 1.7162 6.4942 2.4885
C 1.4167 6.4685 3.8445
C 0.6974 5.4038 4.3699
C 0.2758 4.3648 3.5459
C -0.7101 1.8627 2.0681
C 0.1688 1.1858 2.9255
C -0.3192 0.4530 3.9971
C -1.6896 0.3476 4.2031
C -2.5715 0.9403 3.3138
C -2.0875 1.6927 2.2468
C 0.8237 2.8787 -2.4653
C 0.9379 3.8302 -3.4903
C 2.1557 4.1420 -4.0759
C 3.3075 3.4814 -3.6616
C 3.2280 2.5514 -2.6392
C 2.0050 2.2612 -2.0236
P 2.0275 1.0935 -0.5865
C 3.1468 1.8896 0.6163
C 3.5966 3.2007 0.5141
C 4.4258 3.7348 1.4953
C 4.8061 2.9717 2.5902
C 4.3418 1.6678 2.7156
C 3.5129 1.1369 1.7383
C 3.0382 -0.2535 -1.3481
C 4.3175 -0.6510 -0.9774
C 4.9372 -1.7197 -1.6236
C 4.2894 -2.3964 -2.6471
C 3.0153 -1.9972 -3.0377
C 2.4043 -0.9379 -2.3888
H -1.9502 3.2621 -4.0546
H -1.1539 1.7255 -4.3986
H -2.7601 1.7542 -3.6316
H -3.3991 3.9039 -2.4996
H -4.6885 5.5273 -1.1761
H -3.9016 6.2078 1.0716
H -1.8551 5.2146 2.0090
H 1.5331 5.4812 0.6082
H 2.2763 7.3232 2.0711
H 1.7369 7.2789 4.4890
H 0.4554 5.3810 5.4255
H -0.2976 3.5513 3.9760
H 1.2379 1.3258 2.8061
H 0.3706 -0.0198 4.6866
H -2.0702 -0.2208 5.0420
H -3.6405 0.8385 3.4624
H -2.7781 2.2272 1.6023
H 0.0445 4.3361 -3.8464
H 2.2062 4.8844 -4.8650
H 4.2631 3.6924 -4.1297
H 4.1313 2.0464 -2.3146
H 3.2973 3.8164 -0.3255
H 4.7722 4.7577 1.4010
H 5.4597 3.3903 3.3458
H 4.6224 1.0690 3.5745
H 3.1475 0.1184 1.8432
H 4.8441 -0.1307 -0.1865
H 5.9388 -2.0140 -1.3305
H 4.7763 -3.2264 -3.1468
H 2.5040 -2.5116 -3.8442
H 1.4191 -0.6115 -2.7238
C -6.0484 0.7244 -0.9605
O -5.4486 0.1132 -2.1259
C -4.1457 -0.0858 -2.0564
O -3.4756 0.1912 -1.0661
N -3.6672 -0.6055 -3.2001
N -2.3127 -0.9014 -3.3183
H -7.0987 0.8256 -1.2026
H -5.6022 1.6983 -0.7760
H -5.9164 0.0883 -0.0901
H -4.3259 -0.9035 -3.8980
H -1.9691 -0.5131 -4.1873
H -2.1824 -1.9051 -3.2967
C -0.7892 -6.9825 -2.7952
Si -1.2349 -6.4538 -1.0728
C -3.0729 -6.1930 -0.9458
C -0.8135 -7.8421 0.1238
C -0.0903 -5.0018 -0.6317
C 1.2292 -5.2958 -0.3062
C 2.1492 -4.2989 0.0136
C 1.7017 -3.0030 0.0094
N 0.4483 -2.6639 -0.3278
C -0.4402 -3.6242 -0.6813
S -1.9844 -3.0519 -1.2332
H -1.4220 -7.8165 -3.1204
H 0.2546 -7.3107 -2.8432
H -0.9202 -6.1590 -3.5046
H -3.5432 -7.1473 -0.6788
H -3.4862 -5.8584 -1.9015
H -3.3456 -5.4407 -0.2059
H -0.9959 -8.8093 -0.3615
H -1.4492 -7.8127 1.0175
H 0.2298 -7.8406 0.4510
H 1.5669 -6.3291 -0.3121
H 3.1824 -4.5275 0.2433
H 2.3697 -2.1838 0.2598
C 0.4665 -5.0008 3.2844
N -0.0764 -3.7440 2.7977
C -1.3513 -3.5603 2.4613
N -2.1411 -4.6402 2.5133
S -2.0138 -2.0369 2.1073
H 1.5327 -4.8778 3.4487
H 0.3356 -5.7948 2.5465
H 0.0001 -5.2988 4.2263
H 0.4887 -2.9148 2.8091
H -1.7873 -5.5648 2.6984
H -3.0926 -4.5342 2.2125

Force components x, y, z for each atom (eV/Å):
-0.86 -1.71 0.64
-0.13 0.07 -0.10
0.23 0.37 -0.43
-0.02 0.07 0.13
0.00 0.00 0.02
0.04 -0.04 -0.02
-0.03 0.02 -0.02
0.01 -0.05 -0.04
-0.05 0.00 -0.15
-0.27 0.21 0.26
0.06 -0.01 -0.07
0.00 0.01 -0.01
0.01 -0.02 -0.03
-0.03 -0.02 0.04
0.02 -0.03 -0.06
0.03 0.02 0.04
-0.01 0.15 -0.11
-0.03 0.03 0.04
-0.03 0.02 -0.03
0.05 -0.01 0.03
-0.01 0.05 -0.04
-0.04 0.05 0.05
0.04 0.04 -0.02
0.03 0.01 0.06
0.00 -0.03 0.04
-0.02 0.02 -0.02
-0.01 0.02 0.07
0.05 0.14 0.11
-0.11 -0.05 -0.86
-0.03 -0.34 0.23
0.06 0.07 0.02
-0.03 -0.02 -0.02
-0.02 0.01 -0.04
-0.04 -0.01 -0.04
0.07 0.00 -0.07
-0.01 0.10 -0.05
0.02 -0.04 0.04
-0.02 0.00 0.00
0.02 0.01 0.03
0.01 0.01 0.03
-0.01 0.03 -0.06
0.05 -0.14 -0.01
-0.07 0.03 0.05
0.09 0.08 -0.04
0.01 0.04 0.11
0.06 -0.02 0.01
0.02 -0.05 -0.03
0.01 -0.01 -0.01
0.01 0.00 0.03
-0.04 -0.04 0.01
-0.01 -0.05 -0.04
0.00 0.00 -0.03
0.02 0.03 -0.03
-0.04 -0.01 0.01
-0.02 0.01 -0.02
0.01 0.02 -0.02
0.06 0.00 -0.03
-0.01 -0.04 0.01
0.08 -0.05 0.03
0.00 -0.05 0.05
-0.08 -0.02 0.04
-0.01 0.00 0.02
0.03 -0.06 0.01
-0.03 -0.06 0.01
-0.04 0.00 -0.03
-0.01 0.02 -0.05
0.03 0.02 0.00
-0.01 0.01 -0.01
-0.07 0.02 0.00
-0.03 0.07 0.04
0.03 0.04 0.06
0.01 0.00 0.00
0.03 -0.04 -0.09
-0.21 0.10 0.15
0.00 0.04 0.08
0.69 -0.02 0.26
-0.02 0.00 0.15
0.22 0.31 -0.03
-0.05 -0.01 -0.03
0.04 0.03 -0.03
0.03 -0.06 0.01
-0.11 -0.03 -0.13
0.06 0.16 -0.03
0.14 -0.21 0.03
0.09 -0.10 -0.28
0.13 -0.07 0.16
-0.24 0.11 -0.06
0.07 -0.17 0.09
-0.09 0.24 0.09
-0.12 -0.06 -0.04
0.05 -0.13 0.04
-0.15 0.20 0.07
0.03 0.28 -0.13
0.38 -0.09 0.01
0.14 0.08 0.08
0.09 0.10 0.02
-0.09 0.03 -0.05
0.01 -0.08 0.05
0.04 0.11 -0.05
0.02 -0.02 0.11
-0.01 -0.05 0.04
-0.01 0.13 0.09
0.09 0.04 -0.09
-0.09 -0.05 -0.01
-0.04 0.07 0.02
-0.07 0.02 0.01
-0.05 -0.06 -0.03
0.04 0.11 -0.09
0.18 0.00 0.02
-0.20 -0.01 0.04
-0.14 -0.06 -0.12
0.12 0.07 0.05
0.01 0.01 0.00
0.02 -0.01 -0.06
-0.01 0.02 0.00
0.09 0.04 -0.01
-0.05 0.08 -0.01
-0.05 -0.01 -0.04

Summary:
2S+1: 1
energy relative to the best compared isomer or geometry (same formula, charge and spin): 0.876 eV
HOMO-LUMO gap: 0.256 hartree
net charge: +1
E_tot: -120114.5310 eV


[2]
Here is a molecular structure, C49H56BN9O2RbS3Sb in a non-equilibrium geometry from the OMol25 dataset. Energies are from ωB97M-V with the def2-TZVPD basis set.

Positions of all 122 atoms, in Å:
Rb 0.3925 -1.1621 1.5106
B -0.9372 -5.8730 4.5567
N -1.3327 -4.6838 5.4749
C -2.5859 -4.3754 5.8828
C -2.5112 -3.2326 6.6396
C -1.1913 -2.8907 6.5947
N -0.4591 -3.7416 5.9282
N -1.8628 -5.9212 3.3086
C -3.1400 -6.4599 3.3093
C -3.8414 -5.9123 2.2791
C -2.9813 -4.9678 1.7522
N -1.8023 -4.9849 2.3298
H -1.1967 -6.8959 5.1777
H 0.2813 -5.7670 4.2436
H -3.3978 -5.0056 5.6175
H -3.3692 -2.6640 7.0186
H -0.7157 -2.0522 7.0537
H -3.3770 -7.1965 4.0645
H -4.8881 -6.0901 2.0412
H -3.1047 -4.2201 0.9602
N -1.3494 -0.8006 -1.4628
S -1.7223 0.3950 -2.2003
N -0.6057 1.6395 -2.5133
S -0.3668 2.5122 -1.2265
N 1.0774 2.8931 -1.0214
S 2.3850 1.9883 -0.7213
N 2.3456 0.5596 -0.7682
C 3.1099 2.6467 0.8240
C 4.2923 3.3685 0.7506
C 4.8625 3.9090 1.9364
C 4.2912 3.5675 3.1393
C 3.0779 2.8621 3.2177
C 2.4360 2.4468 2.0421
C 3.3947 2.7585 -2.0047
C 4.2681 1.9512 -2.7009
C 5.1642 2.5674 -3.5634
C 5.2903 3.9763 -3.5316
C 4.4705 4.8187 -2.7642
C 3.4048 4.1977 -2.1023
C -0.8095 4.1533 -1.6695
C -1.0548 5.1888 -0.7991
C -1.2253 6.4201 -1.3794
C -1.1910 6.5945 -2.7413
C -0.9738 5.5282 -3.5420
C -0.7351 4.2742 -3.0501
C -5.0295 5.6101 3.1107
C -5.6911 6.3474 3.8946
C -6.1028 7.5983 3.4945
C -5.9714 7.7636 2.0962
C -5.2565 6.8801 1.3174
C -4.6795 5.6978 1.8096
C -3.2341 1.2691 -1.5116
C -4.2494 2.0692 -2.1125
C -5.2441 2.7007 -1.2801
C -5.0424 2.5978 0.0870
C -3.9644 1.9433 0.6603
C -3.0862 1.2499 -0.1270
C -2.2707 0.2728 -3.8663
C -1.7280 0.8707 -5.0174
C -2.4227 0.6856 -6.2029
C -3.5748 -0.1040 -6.1658
C -4.0598 -0.6991 -5.0308
C -3.3163 -0.5627 -3.8794
H 4.7064 3.6422 -0.1882
H 5.6931 4.6042 1.8037
H 4.7893 3.9246 4.0347
H 2.5364 2.6530 4.1369
H 1.4662 1.9288 2.0615
H 4.2819 0.9230 -2.5899
H 5.8748 1.9653 -4.0898
H 6.0449 4.4102 -4.1953
H 4.5872 5.9200 -2.8480
H 2.6748 4.6847 -1.4886
H -1.0109 5.0471 0.2807
H -1.4311 7.2513 -0.7415
H -1.4060 7.5749 -3.1623
H -1.0365 5.5896 -4.6420
H -0.6409 3.4138 -3.6990
H -0.4716 1.8179 3.0425
H -6.5869 8.4002 4.0889
H -6.5310 8.5659 1.6965
H -5.3018 7.0216 0.2170
H -4.0608 5.0411 1.2983
H -4.2738 2.1609 -3.1985
H -6.1114 3.2383 -1.7050
H -5.6775 3.0999 0.8221
H -3.8809 1.9917 1.7405
H -2.2027 0.8360 0.3077
H -0.8735 1.5071 -4.9521
H -2.0832 1.0816 -7.1721
H -4.1370 -0.3374 -7.0960
H -4.8559 -1.3969 -5.1212
H -3.5375 -1.1798 -3.0378
O -0.5664 0.9489 2.2606
O 5.8640 -2.1813 -3.8655
H 5.8227 -1.2782 -3.5509
H 5.0907 -2.5116 -3.4421
C 1.8088 -7.7164 0.4267
C 2.0305 -6.4144 1.2037
Sb 2.4241 -4.5595 0.1803
C 1.8726 -5.1256 -1.8366
C 2.8285 -5.7428 -2.8763
C 4.5259 -4.8496 -0.0672
C 5.1513 -6.2529 -0.1650
H 1.1272 -8.3591 1.0232
H 2.7373 -8.2607 0.3441
H 1.3347 -7.6365 -0.5577
H 2.8812 -6.5809 1.8908
H 1.1519 -6.1942 1.8042
H 1.4367 -4.2573 -2.3176
H 1.1219 -5.8926 -1.6814
H 3.8015 -5.2872 -2.9174
H 2.4307 -5.6563 -3.8786
H 3.0154 -6.8213 -2.6772
H 5.0410 -4.3634 0.7966
H 4.7902 -4.2331 -0.9590
H 5.0198 -6.8091 0.7874
H 6.2295 -6.2475 -0.3633
H 4.6753 -6.8221 -0.9363
N 4.3452 -1.6297 5.6178
C 3.6735 -0.7047 5.5018
H 4.8978 -2.4526 5.4834

Force components x, y, z for each atom (eV/Å):
0.11 -0.46 -0.66
1.06 -0.46 -0.01
-0.09 0.68 0.05
1.05 -0.35 -0.08
-2.52 0.31 0.03
1.13 1.08 0.81
0.15 -1.29 -0.96
-1.63 0.23 -0.16
1.95 -0.32 0.61
-1.64 -0.23 0.31
0.69 1.29 -1.53
0.65 -0.14 0.75
0.17 -0.11 -0.09
-1.02 -0.09 0.21
-0.55 -0.26 -0.17
0.60 -0.32 -0.01
0.21 0.44 0.18
-0.12 0.03 -0.16
0.37 0.03 -0.04
-0.27 -0.55 0.21
-0.32 0.22 -0.23
1.84 1.29 0.39
-1.17 -1.30 -0.82
-3.44 -1.73 2.92
4.98 1.37 0.73
-1.61 0.11 -0.39
0.34 -1.78 0.24
-0.24 0.89 -0.43
-0.17 0.60 1.71
-0.57 -0.81 -1.72
-0.16 0.32 0.85
-0.42 -0.13 -1.03
0.75 -0.19 -0.14
0.25 1.92 0.45
-0.06 2.22 -0.41
0.09 1.65 0.93
0.46 -0.62 -0.76
-0.89 -0.47 -0.82
1.26 -1.73 0.13
0.34 -1.19 -1.45
0.45 -0.48 0.06
-0.28 0.56 0.71
-0.51 1.51 0.23
0.13 -0.83 -2.85
-0.93 1.02 0.69
-0.97 0.86 1.93
1.50 -0.77 -0.65
-0.94 0.50 -0.02
0.08 -0.32 1.35
-0.59 -0.22 -1.96
-0.63 0.80 0.76
-0.05 1.17 0.07
-0.17 -0.50 0.86
1.34 -0.82 -1.00
-0.60 0.68 0.71
-0.68 0.09 0.19
0.00 0.34 -0.26
1.70 0.74 -0.28
-1.15 0.03 0.29
-0.07 -0.40 -0.23
-0.83 0.03 -1.89
0.99 -0.25 -0.34
-1.88 -1.25 -0.88
0.40 -0.03 -0.49
-0.01 -0.37 0.46
-0.24 -0.04 0.18
0.49 0.13 0.12
0.11 0.11 0.02
-0.34 -1.93 0.46
0.25 -0.10 -0.53
-0.13 0.01 0.35
-0.14 -0.91 0.27
-0.25 0.51 0.02
-0.17 -0.05 -0.26
-0.06 0.59 0.30
0.11 -0.14 0.05
0.15 0.45 0.52
0.21 0.05 0.25
-0.65 -4.05 -3.64
0.30 -0.83 -0.26
-0.05 0.92 -0.77
0.51 0.05 0.80
0.85 -1.02 -1.19
-0.14 -0.02 0.21
0.72 -0.32 0.22
-0.29 -0.04 -0.55
0.36 -0.19 -0.08
0.32 -0.57 0.41
0.44 0.13 0.16
-0.06 -0.09 0.64
0.56 0.47 0.49
-0.72 -0.33 0.16
-0.21 0.03 0.77
0.41 4.82 3.90
0.64 0.43 -0.29
0.38 0.51 -0.09
-1.06 -0.93 0.40
-0.76 -0.33 0.59
0.13 -0.27 -0.01
0.01 -0.10 -0.15
0.34 -0.52 -0.66
0.28 -0.82 0.77
1.66 0.50 0.24
-0.29 0.06 0.79
0.33 0.22 -0.30
0.34 -0.18 -0.35
0.21 0.21 0.11
-0.43 0.29 -0.12
-0.02 0.04 0.19
-0.40 0.18 0.29
-0.62 0.26 0.02
0.56 0.40 0.12
-0.33 -0.04 -0.26
-0.16 0.57 -0.09
-0.49 0.02 -0.59
-0.06 -0.40 0.54
-0.04 0.29 -0.49
-0.11 0.24 -0.04
-0.24 -0.50 -0.51
1.23 -1.69 -0.12
-1.09 1.61 -0.02
-0.17 0.11 0.14

Summary:
2S+1: 1
energy relative to the best compared isomer or geometry (same formula, charge and spin): 1.212 eV
HOMO-LUMO gap: 0.210 hartree
net charge: -2
E_tot: -109587.1958 eV